(1)
ORCA calculation (ωB97M-V/def2-TZVPD) on an isolated molecule of C27H26F5N3O3.

Each atom is followed by the atoms it is bonded to, with distances in Å.
Element x y z (Å)
1 F -6.53 1.11 -0.32  C23 1.347
2 F -3.85 0.73 -0.84  C33 1.372
3 F -7.28 2.50 1.92  C30 1.343
4 F -5.37 3.61 3.55  C25 1.345
5 F -2.71 3.24 2.99  C36 1.359
6 O 0.18 1.82 -3.49  C37 1.248
7 O -2.93 -0.17 3.16  C18 1.228
8 O -0.86 -0.14 -3.00  C15 1.491, C37 1.397
9 N -0.72 -0.81 3.06  C13 1.460, C18 1.373, C20 1.460
10 N -0.22 -0.34 0.93  C16 1.360, C20 1.466, C24 1.433
11 N 3.01 0.26 -5.17  C22 1.183
12 C 4.52 -1.49 -0.23  C27 1.413, C34 1.444, H44 1.087
13 C -0.63 -1.23 4.46  N9 1.460, H42 1.111, H45 1.106, H47 1.112
14 C 2.62 -0.15 -1.55  C31 1.455, C32 1.785, C34 1.540, H59 1.147
15 C -1.96 0.47 -3.81  O8 1.491, C35 1.503, H50 1.109, H62 1.115
16 C 0.42 -0.11 -0.25  N10 1.360, C31 1.367, H56 1.086
17 C -3.26 1.94 1.08  C26 1.503, C33 1.383, C36 1.397
18 C -1.87 -0.26 2.55  O7 1.228, N9 1.373, C24 1.544
19 C 4.92 -0.82 -2.45  C21 1.407, C34 1.404, H39 1.095
20 C 0.43 -0.77 2.17  N9 1.460, N10 1.466, C29 1.556, C38 1.532
21 C 6.21 -1.40 -2.38  C19 1.407, C28 1.389, H46 1.087
22 C 2.27 0.08 -4.27  N11 1.183, C32 1.450
23 C -5.60 1.65 0.49  F1 1.347, C30 1.393, C33 1.385
24 C -1.57 0.10 1.08  N10 1.433, C18 1.544, C26 1.522, H40 1.102
25 C -5.00 2.92 2.46  F4 1.345, C30 1.396, C36 1.390
26 C -1.82 1.58 0.83  C17 1.503, C24 1.522, H52 1.099, H57 1.095
27 C 5.84 -2.00 -0.13  C12 1.413, C28 1.392, H54 1.092
28 C 6.72 -1.93 -1.20  C21 1.389, C27 1.392, H58 1.094
29 C 1.39 0.33 2.71  C20 1.556, H48 1.096, H55 1.100, H64 1.107
30 C -5.98 2.35 1.64  F3 1.343, C23 1.393, C25 1.396
31 C 1.75 -0.39 -0.41  C14 1.455, C16 1.367, H43 1.098
32 C 1.60 -0.19 -3.01  C14 1.785, C22 1.450, C37 1.531, H63 1.110
33 C -4.25 1.48 0.24  F2 1.372, C17 1.383, C23 1.385
34 C 4.00 -0.81 -1.40  C12 1.444, C14 1.540, C19 1.404
35 C -3.29 -0.13 -3.44  C15 1.503, H41 1.105, H53 1.096, H61 1.092
36 C -3.66 2.72 2.17  F5 1.359, C17 1.397, C25 1.390
37 C 0.30 0.60 -3.22  O6 1.248, O8 1.397, C32 1.531
38 C 1.02 -2.19 2.14  C20 1.532, H49 1.101, H51 1.100, H60 1.095
39 H 4.65 -0.36 -3.41  C19 1.095
40 H -2.30 -0.44 0.45  C24 1.102
41 H -4.06 0.38 -4.04  C35 1.105
42 H -0.37 -2.31 4.50  C13 1.111
43 H 2.16 -0.81 0.51  C31 1.098
44 H 3.92 -1.61 0.67  C12 1.087
45 H -1.63 -1.06 4.91  C13 1.106
46 H 6.86 -1.41 -3.25  C21 1.087
47 H 0.14 -0.61 4.97  C13 1.112
48 H 2.16 0.61 1.97  C29 1.096
49 H 0.18 -2.88 2.26  C38 1.101
50 H -1.94 1.56 -3.60  C15 1.109
51 H 1.71 -2.28 2.99  C38 1.100
52 H -1.50 1.83 -0.20  C26 1.099
53 H -3.28 -1.20 -3.65  C35 1.096
54 H 6.19 -2.44 0.81  C27 1.092
55 H 1.86 -0.03 3.63  C29 1.100
56 H -0.16 0.32 -1.06  C16 1.086
57 H -1.21 2.16 1.53  C26 1.095
58 H 7.75 -2.26 -1.10  C28 1.094
59 H 2.67 0.90 -2.01  C14 1.147
60 H 1.51 -2.42 1.19  C38 1.095
61 H -3.56 -0.04 -2.38  C35 1.092
62 H -1.76 0.22 -4.88  C15 1.115
63 H 1.40 -1.26 -2.79  C32 1.110
64 H 0.79 1.24 2.93  C29 1.107

- strongest force on any atom (Eh/bohr) = 0.0845
- LUMO level (eV) = -0.16
- frontier orbital gap (eV) = 7.935
- SMILES string = CCOC(=O)[C@@H](C#N)[C@@H](/C=C/N1[C@H](Cc2c(F)c(F)c(F)c(F)c2F)C(=O)N(C)C1(C)C)c1ccccc1
- energy above the lowest of the compared OMol25 structures with the same formula, charge and spin (kcal/mol) = 16.0
- E_HOMO (Ha) = -0.298
- electronic energy (eV) = -52616.8842

(2)
ORCA calculation (ωB97M-V/def2-TZVPD) on an isolated molecule of C7H10.

Each atom is followed by the atoms it is bonded to, with distances in Å.
Element x y z (Å)
1 C -0.97 1.45 -0.61  C2 1.520, C5 1.336, H16 1.085
2 C -0.86 0.01 -1.09  C1 1.520, C4 1.518, H10 1.095, H12 1.104
3 C 1.18 0.69 -0.07  C4 1.522, C5 1.524, H9 1.102, H14 1.094
4 C 0.20 -0.47 -0.11  C2 1.518, C3 1.522, C6 1.498, C7 1.491
5 C 0.16 1.83 -0.02  C1 1.336, C3 1.524, H13 1.085
6 C -0.24 -0.91 1.26  C4 1.498, C7 1.510, H8 1.088, H11 1.087
7 C 0.43 -1.88 0.32  C4 1.491, C6 1.510, H15 1.088, H17 1.088
8 H 0.31 -0.49 2.09  C6 1.088
9 H 1.78 0.75 -0.99  C3 1.102
10 H -1.79 -0.56 -1.08  C2 1.095
11 H -1.31 -0.99 1.44  C6 1.087
12 H -0.46 -0.03 -2.11  C2 1.104
13 H 0.34 2.77 0.49  C5 1.085
14 H 1.87 0.65 0.77  C3 1.094
15 H -0.21 -2.65 -0.10  C7 1.088
16 H -1.88 2.04 -0.69  C1 1.085
17 H 1.45 -2.20 0.51  C7 1.088

- strongest force on any atom (Eh/bohr) = 0.0054
- LUMO level (eV) = 1.19
- frontier orbital gap (eV) = 10.360
- SMILES string = C1=CCC2(C1)CC2
- energy above the lowest of the compared OMol25 structures with the same formula, charge and spin (kcal/mol) = 34.5
- E_HOMO (Ha) = -0.337
- electronic energy (eV) = -7419.5377